Record 1
{
  "formula": "C19H32I2N5O8",
  "method": "wB97M-V/def2-TZVPD",
  "multiplicity": 1,
  "charge": 1,
  "elements": ["I", "I", "O", "O", "O", "O", "O", "O", "O", "O", "N", "N", "N", "N", "N", "C", "C", "C", "C", "C", "C", "C", "C", "C", "C", "C", "C", "C", "C", "C", "C", "C", "C", "C", "H", "H", "H", "H", "H", "H", "H", "H", "H", "H", "H", "H", "H", "H", "H", "H", "H", "H", "H", "H", "H", "H", "H", "H", "H", "H", "H", "H", "H", "H", "H", "H"],
  "positions_angstrom": [[-0.274, -2.630, 1.882], [2.227, 5.032, 0.704], [5.855, 0.118, 0.177], [1.219, -1.425, 4.513], [-5.588, 3.030, -3.080], [4.059, -1.130, -0.383], [-4.103, 1.751, -1.982], [-5.952, 0.814, -2.876], [6.118, -1.832, -0.932], [-0.277, 2.741, 0.336], [0.617, -2.082, -2.548], [-0.490, 0.329, 0.722], [-0.637, -4.048, -2.437], [0.778, 1.557, 2.153], [-1.651, -1.779, -3.062], [-3.498, 3.032, -2.143], [0.022, -0.522, 1.725], [3.889, -2.245, -1.256], [2.721, 3.232, 1.858], [5.232, -2.917, -1.204], [-2.835, -2.109, -0.813], [-2.702, -0.679, -0.172], [-0.545, -2.636, -2.665], [-4.673, 3.921, -2.448], [-1.336, 0.057, -0.468], [-0.017, 1.588, 1.030], [3.414, 2.114, 0.996], [-2.927, -2.121, -2.383], [-0.076, -1.353, 5.124], [0.817, 0.225, 2.665], [5.390, -0.856, -0.331], [1.457, 2.750, 2.692], [-5.283, 1.773, -2.669], [1.617, -0.191, 3.943], [-1.771, -1.851, -4.078], [4.117, 1.492, 1.625], [-1.600, 1.066, -0.898], [-0.689, -0.441, -1.229], [-0.530, -2.383, 5.044], [0.754, 3.623, 2.758], [2.690, -0.329, 3.614], [-3.227, -3.167, -2.690], [1.825, 2.515, 3.731], [5.492, -3.406, -2.141], [-5.139, 4.325, -1.546], [1.557, 0.611, 4.726], [3.488, 3.582, 2.604], [-0.060, -1.100, 6.216], [-4.412, 4.745, -3.111], [-2.973, 3.331, -1.235], [2.700, 1.443, 0.446], [-0.926, 3.280, 0.840], [4.068, 2.584, 0.210], [0.303, -4.324, -2.122], [0.494, -1.087, -2.780], [3.642, -1.878, -2.254], [-2.038, -2.805, -0.449], [-0.795, -0.656, 4.615], [-2.747, -0.829, 0.951], [-3.742, -1.434, -2.750], [-3.597, -0.037, -0.405], [-2.782, 2.984, -2.968], [5.306, -3.645, -0.392], [-1.249, -4.287, -1.654], [3.084, -2.891, -0.908], [-3.811, -2.538, -0.437]],
  "atomic_forces_ev_per_a": [[0.16, 1.31, -0.44], [0.23, -0.59, 0.31], [-0.21, -0.22, -0.08], [-0.67, 1.07, -0.38], [0.34, -0.43, 0.22], [0.37, 0.09, 0.12], [-0.16, 0.16, -0.08], [0.33, 0.17, 0.13], [-0.39, 0.40, 0.22], [-0.23, -1.54, 1.03], [-1.04, -0.34, -0.17], [1.31, 1.81, 1.74], [0.17, 1.10, 0.55], [-1.20, -0.85, -0.85], [-0.30, -1.14, 0.58], [0.55, 0.14, 0.04], [1.36, 0.31, 1.78], [-0.54, -0.32, -0.35], [0.59, -0.79, 0.32], [0.16, -0.57, -0.15], [-0.86, 0.42, -0.37], [0.39, -0.68, 1.16], [1.40, 0.78, 0.19], [-0.07, 0.68, 0.02], [-0.83, 0.54, -1.12], [0.16, -0.35, 0.56], [0.33, 0.31, -0.29], [-0.65, -0.88, -0.04], [-1.17, -0.90, 0.47], [-1.71, -0.38, -2.31], [0.39, 0.24, 0.08], [0.88, 0.95, 0.44], [-0.65, -0.34, -0.30], [0.53, 0.00, -0.42], [0.04, 0.06, 0.45], [-0.93, 0.54, -0.57], [0.56, -1.00, 0.55], [-0.71, 0.16, 0.80], [0.55, 1.07, 0.10], [0.43, -1.11, 0.07], [-1.04, 0.23, 0.49], [0.05, 0.91, 0.36], [-0.62, 0.06, -1.10], [0.16, 0.16, 0.06], [0.01, -0.05, -0.03], [0.06, -0.42, -0.83], [-0.97, -0.12, -0.84], [0.41, -0.02, -0.94], [-0.17, -0.12, -0.08], [-0.07, -0.17, 0.02], [0.59, 0.62, 0.60], [0.49, -0.22, -0.31], [-0.64, -0.43, 0.85], [-0.44, 0.09, -0.42], [0.23, -0.45, -0.11], [-0.02, -0.02, 0.06], [-0.55, 0.79, -0.32], [0.81, -0.44, 0.23], [0.01, 0.15, -1.11], [0.92, -0.56, 0.47], [1.14, -0.63, -0.12], [-0.05, 0.00, 0.01], [0.01, 0.06, 0.00], [-0.23, 0.10, -0.60], [-0.04, 0.22, 0.05], [1.01, 0.42, -0.42]]
}

Record 2
{
  "formula": "C19H32N2O2",
  "method": "wB97M-V/def2-TZVPD",
  "multiplicity": 1,
  "charge": 0,
  "de_lowest_ev": 2.112,
  "smiles": "CCCCCCOc1ccc(CN2CCN(CCO)CC2)cc1",
  "elements": ["O", "O", "N", "N", "C", "C", "C", "C", "C", "C", "C", "C", "C", "C", "C", "C", "C", "C", "C", "C", "C", "C", "C", "H", "H", "H", "H", "H", "H", "H", "H", "H", "H", "H", "H", "H", "H", "H", "H", "H", "H", "H", "H", "H", "H", "H", "H", "H", "H", "H", "H", "H", "H", "H", "H"],
  "positions_angstrom": [[2.825, -0.892, -0.785], [-8.599, -0.165, -0.581], [-5.615, -0.522, 0.433], [-3.215, 0.830, -0.301], [-4.508, 1.479, -0.400], [3.947, -0.691, 0.049], [1.677, -0.193, -0.556], [-5.587, 0.435, -0.659], [7.666, -0.291, -0.428], [-3.245, -0.125, 0.790], [5.768, 0.947, 0.758], [6.883, -0.095, 0.869], [0.216, 1.291, 0.643], [8.852, -1.226, -0.226], [0.658, -0.395, -1.490], [-6.702, -1.473, 0.320], [-0.555, 0.242, -1.355], [-2.127, 1.782, -0.156], [-0.794, 1.098, -0.283], [-4.321, -1.171, 0.529], [1.444, 0.662, 0.514], [-8.071, -0.822, 0.547], [4.679, 0.618, -0.262], [7.576, 0.234, 1.648], [9.397, -1.361, -1.158], [4.593, -1.547, -0.162], [-4.071, -1.717, -0.398], [-6.702, -1.989, -0.661], [9.537, -0.822, 0.516], [-6.557, -2.229, 1.096], [-1.341, 0.077, -2.075], [-3.458, 0.374, 1.753], [-7.982, -0.057, 1.320], [-6.558, 0.924, -0.726], [-4.344, -1.883, 1.358], [-2.229, 2.520, -0.960], [8.515, -2.202, 0.117], [5.102, 0.555, -1.265], [-2.268, -0.610, 0.857], [-4.483, 2.189, -1.230], [3.949, 1.431, -0.270], [5.306, 1.065, 1.742], [3.659, -0.730, 1.108], [-4.756, 2.029, 0.526], [-8.777, -1.592, 0.891], [-2.182, 2.323, 0.807], [-8.645, -0.792, -1.312], [7.012, -0.708, -1.196], [6.211, 1.909, 0.487], [8.024, 0.678, -0.782], [0.052, 1.948, 1.486], [2.200, 0.845, 1.262], [6.465, -1.051, 1.189], [-5.372, -0.068, -1.620], [0.849, -1.064, -2.315]],
  "atomic_forces_ev_per_a": [[-0.27, -0.03, -0.18], [-0.20, 0.17, -0.52], [0.02, -0.13, -0.06], [-0.01, 0.13, 0.07], [-0.16, -0.11, -0.22], [0.35, 0.26, 0.08], [-0.16, 0.03, -0.03], [-0.01, 0.44, 0.10], [0.04, -0.17, 0.31], [-0.01, -0.36, -0.04], [-0.04, -0.17, -0.05], [-0.04, 0.27, -0.23], [-0.24, 0.01, -0.17], [-0.14, 0.14, -0.15], [0.19, -0.03, 0.04], [-0.24, 0.31, 0.18], [0.11, 0.04, 0.07], [-0.04, 0.00, -0.09], [0.07, 0.14, 0.17], [0.19, 0.09, 0.19], [0.39, -0.18, 0.01], [0.16, -0.50, 0.25], [-0.14, -0.13, 0.16], [0.01, -0.09, 0.06], [0.11, -0.08, -0.04], [-0.06, 0.07, 0.13], [0.00, -0.01, 0.05], [0.00, -0.04, 0.06], [0.10, 0.00, 0.08], [-0.01, -0.03, -0.06], [-0.09, -0.05, -0.10], [0.05, -0.02, -0.03], [0.02, -0.11, 0.03], [0.09, -0.04, -0.08], [0.01, -0.01, -0.04], [-0.05, 0.02, 0.11], [0.02, -0.13, 0.04], [-0.05, 0.01, -0.07], [-0.06, 0.01, 0.06], [-0.01, 0.01, 0.04], [0.02, -0.02, -0.06], [-0.02, 0.11, 0.03], [0.02, -0.05, -0.05], [0.00, 0.01, -0.05], [0.09, 0.09, 0.04], [0.01, 0.00, -0.08], [-0.02, 0.06, 0.08], [-0.04, 0.07, -0.10], [0.00, 0.05, 0.08], [-0.06, 0.05, -0.08], [-0.04, 0.05, 0.08], [0.11, -0.01, 0.04], [0.04, -0.10, 0.09], [-0.06, 0.02, 0.01], [0.02, -0.08, -0.11]]
}

Record 3
{
  "formula": "C19H32N4O2S4Se2W",
  "method": "wB97M-V/def2-TZVPD",
  "multiplicity": 1,
  "charge": 2,
  "de_lowest_ev": 0.279,
  "elements": ["W", "Se", "Se", "S", "S", "S", "S", "O", "O", "N", "N", "N", "N", "C", "C", "C", "C", "C", "C", "C", "C", "C", "C", "C", "C", "C", "C", "C", "C", "C", "C", "C", "H", "H", "H", "H", "H", "H", "H", "H", "H", "H", "H", "H", "H", "H", "H", "H", "H", "H", "H", "H", "H", "H", "H", "H", "H", "H", "H", "H", "H", "H", "H", "H"],
  "positions_angstrom": [[0.151, 0.182, 0.017], [0.518, -1.990, -0.915], [1.879, 1.167, -1.384], [-2.301, -0.800, -0.394], [-1.182, -3.456, 1.868], [1.824, -0.347, 1.737], [-1.304, -0.075, 2.564], [5.116, -2.156, -1.666], [0.932, -0.934, -3.753], [2.654, 1.278, 3.637], [-0.974, 1.693, -1.009], [1.027, 2.144, 2.288], [0.199, 2.041, 1.189], [-1.021, -1.388, 3.776], [-1.588, -2.773, 3.484], [-0.436, 4.401, 1.551], [-1.163, 2.911, -0.443], [4.384, -1.936, -2.857], [1.832, 1.115, 2.607], [3.338, -0.088, -1.613], [-2.713, -2.563, -0.339], [-3.416, -0.015, 0.773], [-3.079, -0.171, 2.254], [-2.387, 3.686, -2.346], [2.255, -2.363, -1.720], [-1.418, 1.499, -2.269], [2.358, -0.930, -3.818], [-0.458, 3.096, 0.825], [-2.131, 2.462, -2.949], [-2.755, -3.314, 0.981], [3.029, -1.302, -2.486], [-1.877, 3.917, -1.082], [-3.582, 0.614, 2.818], [-2.462, 2.252, -3.956], [2.869, -2.738, -0.899], [2.027, -3.218, -2.360], [-2.012, 4.877, -0.609], [-1.171, -3.452, 4.231], [5.970, -2.545, -1.877], [-4.423, -0.387, 0.572], [2.688, -1.634, -4.587], [-3.513, -2.896, 1.641], [4.207, -2.876, -3.391], [3.680, -0.397, -0.626], [0.602, -1.562, -4.401], [0.066, -1.433, 3.862], [2.713, 2.134, 4.165], [-0.464, 4.259, 2.633], [1.122, 3.047, 2.733], [-3.416, 1.039, 0.488], [-3.095, -4.324, 0.743], [4.924, -1.258, -3.530], [-3.439, -1.120, 2.637], [-1.310, 4.995, 1.303], [-2.666, -2.806, 3.638], [2.696, 0.064, -4.124], [3.310, 0.549, 3.866], [-2.013, -3.024, -1.034], [-1.398, -1.027, 4.735], [0.447, 4.987, 1.286], [-1.155, 0.554, -2.726], [4.141, 0.501, -2.060], [-2.943, 4.454, -2.864], [-3.696, -2.619, -0.814]],
  "atomic_forces_ev_per_a": [[-0.49, -0.56, -0.07], [0.12, -0.11, 0.01], [-0.28, 0.08, 0.06], [0.36, 0.24, -0.06], [0.09, 0.00, -0.03], [0.10, 0.13, -0.03], [0.10, 0.10, -0.11], [-0.01, 0.01, 0.03], [0.04, -0.02, 0.02], [-0.01, -0.04, -0.05], [-0.01, 0.25, -0.22], [-0.09, -0.07, -0.17], [0.13, 0.25, 0.41], [0.06, -0.06, 0.07], [-0.05, 0.01, 0.17], [-0.04, -0.07, 0.06], [0.17, 0.04, 0.28], [0.01, -0.02, 0.01], [0.10, 0.14, 0.13], [0.05, -0.03, 0.14], [-0.11, -0.09, -0.06], [-0.19, 0.04, 0.10], [-0.12, 0.00, 0.01], [0.04, 0.00, 0.10], [0.06, -0.13, 0.11], [0.04, 0.01, 0.11], [-0.02, 0.00, -0.11], [-0.13, -0.03, -0.30], [-0.01, -0.05, -0.10], [-0.13, 0.00, -0.05], [0.14, -0.06, -0.04], [-0.04, -0.05, -0.10], [0.01, -0.01, 0.00], [-0.01, 0.01, 0.00], [0.03, 0.02, -0.04], [0.03, 0.03, -0.04], [0.00, 0.03, 0.01], [0.00, 0.01, -0.01], [-0.01, 0.00, -0.01], [0.01, 0.01, 0.02], [0.00, -0.01, 0.01], [0.03, -0.02, 0.03], [0.00, 0.00, 0.00], [0.00, -0.03, -0.04], [-0.02, 0.03, -0.04], [0.00, 0.00, -0.08], [-0.02, 0.01, 0.00], [0.01, 0.01, 0.00], [0.02, -0.04, 0.01], [0.08, -0.02, -0.03], [0.02, 0.00, 0.00], [-0.02, 0.02, -0.01], [0.03, -0.02, 0.00], [0.00, 0.02, -0.02], [-0.01, -0.01, -0.05], [-0.03, 0.00, 0.01], [-0.02, -0.02, 0.00], [0.03, 0.02, 0.02], [-0.02, -0.01, -0.01], [0.04, -0.02, 0.00], [-0.02, 0.03, 0.00], [-0.03, 0.00, -0.05], [0.00, 0.01, -0.01], [0.00, 0.01, 0.02]]
}

Record 4
{
  "formula": "C19H33AlN4PS2",
  "method": "wB97M-V/def2-TZVPD",
  "multiplicity": 1,
  "charge": -1,
  "elements": ["S", "S", "P", "Al", "N", "N", "N", "N", "C", "C", "C", "C", "C", "C", "C", "C", "C", "C", "C", "C", "C", "C", "C", "C", "C", "C", "C", "H", "H", "H", "H", "H", "H", "H", "H", "H", "H", "H", "H", "H", "H", "H", "H", "H", "H", "H", "H", "H", "H", "H", "H", "H", "H", "H", "H", "H", "H", "H", "H", "H"],
  "positions_angstrom": [[-3.664, -0.215, -0.560], [-0.949, 2.152, -1.961], [-2.280, 0.076, 0.824], [-0.298, 1.065, -0.052], [0.123, -0.278, 3.366], [0.620, 4.500, 7.495], [-1.276, -1.682, -6.630], [0.303, 2.442, 1.160], [1.188, -0.300, -0.309], [-0.191, -3.687, -2.957], [0.713, -1.512, -1.159], [-2.647, 0.071, 5.418], [0.202, -3.265, -9.650], [1.252, -3.055, -8.564], [1.911, 5.116, 4.329], [-1.822, -1.120, 4.925], [-0.408, -2.397, -6.855], [0.978, 4.025, 3.814], [-1.826, 1.065, 6.233], [0.300, -1.285, -2.536], [-0.722, -0.647, 4.049], [-0.170, -2.316, -3.449], [0.714, -3.321, -7.156], [0.672, -2.894, -0.669], [0.241, -3.936, -1.590], [1.448, 4.623, 6.711], [2.520, 4.785, 5.695], [-2.459, 1.881, 6.587], [-2.796, 1.044, 1.760], [0.637, -3.093, -10.637], [-1.028, 1.511, 5.636], [1.628, -2.031, -8.628], [1.357, 6.058, 4.391], [-3.091, 0.591, 4.565], [0.336, -0.247, -2.946], [-2.018, -1.165, 1.481], [1.502, -3.171, -6.416], [0.118, 3.888, 4.474], [3.100, 3.861, 5.641], [1.500, 3.070, 3.727], [0.225, -4.992, -1.244], [-1.395, -1.667, 5.769], [-0.519, -4.490, -3.656], [-0.381, 3.196, 0.992], [2.145, 0.152, -0.700], [-3.472, -0.299, 6.034], [0.183, 2.181, -2.751], [1.156, 2.813, 0.712], [3.190, 5.587, 6.014], [-0.496, -2.042, -4.479], [-0.635, -2.573, -9.539], [2.098, -3.720, -8.753], [-2.454, -1.808, 4.360], [0.592, 4.287, 2.832], [-1.376, 0.582, 7.104], [-0.189, -4.286, -9.625], [1.450, -0.697, 0.716], [2.718, 5.264, 3.607], [0.360, -4.350, -7.068], [0.968, -3.113, 0.384]],
  "atomic_forces_ev_per_a": [[-0.40, -0.15, -0.18], [0.28, 0.04, -0.78], [-0.27, 0.30, -0.60], [1.60, 0.73, 0.36], [0.20, 0.02, -0.03], [-0.10, 0.02, 0.07], [-0.13, 0.11, -0.22], [-0.50, -0.29, -1.06], [0.01, -1.31, 0.31], [0.66, 1.94, 0.77], [0.01, -0.95, -1.03], [-0.05, 0.27, 0.19], [0.03, 0.02, -0.08], [-0.04, -0.01, -0.30], [-0.28, -0.11, -0.21], [0.17, 0.42, -0.35], [0.53, -0.60, -0.09], [0.10, 0.19, 0.15], [-0.03, 0.04, 0.00], [-0.18, -1.02, -0.35], [-0.50, -0.51, 0.41], [0.86, -0.50, 2.40], [-0.23, 0.49, -0.06], [-0.67, 0.84, -2.23], [-0.17, 0.83, -0.40], [0.72, 0.00, -0.32], [-0.50, 0.16, 0.14], [0.05, -0.04, 0.02], [0.36, -0.82, 0.31], [-0.02, -0.05, 0.03], [-0.01, -0.07, 0.01], [0.02, -0.06, 0.11], [0.13, 0.02, 0.09], [0.02, -0.14, -0.02], [-0.09, -0.97, 0.61], [-0.10, 0.59, 0.45], [-0.15, 0.01, 0.10], [0.06, 0.00, 0.04], [-0.09, -0.01, 0.06], [-0.13, 0.02, -0.13], [0.03, 0.85, -0.15], [0.06, 0.03, -0.06], [0.29, 0.52, 0.92], [0.36, -0.22, 0.19], [-1.00, -0.41, 0.07], [0.02, -0.09, -0.09], [-0.59, -0.13, 0.84], [-0.32, -0.14, 0.28], [-0.04, -0.08, 0.14], [0.31, -0.31, 1.29], [0.02, -0.06, 0.07], [0.00, 0.03, 0.13], [0.13, 0.00, -0.06], [0.08, -0.17, 0.04], [0.01, 0.05, -0.02], [-0.01, 0.05, -0.01], [-0.25, 0.46, -0.86], [0.05, 0.03, 0.12], [-0.05, 0.07, 0.05], [-0.27, 0.08, -1.06]]
}

Number 1: electronic energy -2213.9985 Ha, Kohn-Sham gap 9.1 eV, lowest unoccupied orbital energy -2.949 eV. Number 2: electronic energy -1003.1473 Ha, Kohn-Sham gap 9.2 eV, lowest unoccupied orbital energy 0.938 eV. Number 3: electronic energy -7574.9298 Ha, Kohn-Sham gap 6.1 eV, lowest unoccupied orbital energy -6.580 eV. Number 4: electronic energy -2343.0630 Ha, Kohn-Sham gap 6.5 eV, lowest unoccupied orbital energy 2.409 eV.